Entry 1:
Below is a 3-piece molecular cluster, C4H14NO2S overall in a non-equilibrium geometry, with properties calculated with wB97M-V/def2-TZVPD.

Atoms and positions in Å:
S (-1.761, 2.729, -0.114)
O (1.614, 3.007, -1.052)
O (0.958, 0.173, -2.764)
N (0.530, -2.023, 0.657)
C (-0.398, 0.287, 0.398)
C (-0.806, 1.595, 0.998)
C (0.029, -0.812, 1.380)
C (-0.541, -2.882, 0.105)
H (-0.863, -1.068, 1.970)
H (1.386, 1.018, -2.650)
H (-0.299, -3.891, 0.467)
H (0.174, 0.135, -2.207)
H (-1.437, 1.459, 1.872)
H (-1.173, -0.175, -0.217)
H (1.450, 2.574, -0.205)
H (1.083, -1.595, -0.076)
H (0.783, -0.543, 2.145)
H (0.076, 2.066, 1.494)
H (0.665, 3.204, -1.163)
H (-1.578, -2.588, 0.243)
H (0.430, 0.450, -0.316)
H (-0.322, -3.120, -0.965)

Output
ΔE to the lowest compared entry with this formula, charge and spin = 85.1 kJ/mol
LUMO energy = 3.5577 eV
spin multiplicity = 1
charge = -1
HOMO level = -3.1 eV
electronic energy = -764.240881 hartree

Entry 2:
Below is an isolated ion of composition C5H6NO3 and charge -1 in a non-equilibrium geometry, with properties calculated with wB97M-V/def2-TZVPD.

Atoms and positions in Å:
O (-1.856, 2.441, -0.365)
O (-2.046, -2.454, -0.072)
O (-3.348, 0.780, 0.153)
N (-3.314, -0.674, 0.367)
C (-1.107, -0.275, -0.187)
C (-2.111, 1.274, -0.107)
C (0.295, -0.104, -0.605)
C (1.092, 0.391, 0.592)
C (-2.111, -1.216, -0.084)
H (0.419, 0.778, -1.363)
H (2.048, -0.136, 0.581)
H (-4.125, -1.078, -0.087)
H (0.507, 0.259, 1.428)
H (0.588, -1.150, -0.895)
H (1.344, 1.380, 0.680)

Output
ΔE to the lowest compared entry with this formula, charge and spin = 266.3 kJ/mol
SMILES = CCc1c([O-])[nH]oc1=O
LUMO energy = 4.0405 eV
spin multiplicity = 1
charge = -1
HOMO level = -3.0 eV
electronic energy = -474.544311 hartree

Entry 3:
Below is C20H20FN3O7ReSbSe4 as an isolated structure in a non-equilibrium geometry, with properties calculated with wB97M-V/def2-TZVPD.

Atoms and positions in Å:
Re (-0.014, 0.570, -0.605)
Sb (-3.882, -2.929, -1.163)
Se (-4.587, -4.196, 0.600)
Se (-0.966, -1.109, -1.796)
Se (-1.803, -0.691, -3.762)
Se (-1.150, -3.325, -1.220)
F (5.147, -2.389, 2.756)
O (0.818, 1.376, -2.111)
O (-0.222, 2.980, 0.234)
O (1.785, -0.141, -0.084)
O (-3.662, 0.330, -0.879)
O (-2.295, -1.289, 1.160)
O (1.896, 3.327, -2.436)
O (-0.494, 0.057, 1.340)
N (-1.735, 1.553, -0.501)
N (5.211, 2.072, -0.412)
N (-2.424, -1.963, 3.592)
C (5.143, -1.313, 1.970)
C (-3.777, 2.702, -0.260)
C (6.334, 3.945, 0.713)
C (1.850, 2.269, -1.896)
C (4.027, 0.193, 0.517)
C (-1.409, 2.786, -0.015)
C (6.415, 2.961, -0.444)
C (-1.405, -0.724, 1.777)
C (-3.122, 1.367, -0.599)
C (6.406, 0.508, 1.023)
C (2.855, 0.605, -0.202)
C (-1.363, -0.936, 3.296)
C (2.926, 1.730, -1.017)
C (3.994, -0.949, 1.334)
C (4.131, 2.432, -1.067)
C (5.218, 0.925, 0.383)
C (7.657, 2.088, -0.443)
C (6.342, -0.611, 1.818)
C (-2.631, 3.641, 0.154)
C (7.710, 1.234, 0.814)
H (-0.389, -1.288, 3.624)
H (7.932, 1.847, 1.690)
H (-4.512, 2.543, 0.528)
H (6.346, 3.501, -1.389)
H (6.271, 3.438, 1.676)
H (-1.600, -0.014, 3.822)
H (4.196, 3.329, -1.671)
H (8.512, 0.500, 0.740)
H (3.088, -1.524, 1.440)
H (-4.321, 3.051, -1.138)
H (5.462, 4.591, 0.613)
H (7.649, 1.449, -1.329)
H (7.226, -0.973, 2.327)
H (-3.164, -1.602, 4.194)
H (-2.540, 4.525, -0.478)
H (-2.693, 3.993, 1.183)
H (7.223, 4.574, 0.716)
H (-2.059, -2.816, 4.014)
H (-2.826, -2.159, 2.640)
H (8.534, 2.730, -0.517)

Output
ΔE to the lowest compared entry with this formula, charge and spin = 168.7 kJ/mol
LUMO energy (spin up / spin down) = -7.4564 / -7.4608 eV
spin multiplicity = 1
charge = +2
HOMO level (spin up / spin down) = -13.6 / -13.6 eV
electronic energy = -11488.806128 hartree

Among the records above, which one has the highest electronic energy? C5H6NO3